# 1
2 unconnected molecules or ions with the total composition C10H20F2N2 in a non-equilibrium geometry, computed with ωB97M-V/def2-TZVPD.

Geometry (Å):
C -0.585 -0.443 0.033
C 1.407 1.120 1.489
C -0.792 -2.196 2.037
C -2.021 -0.835 0.188
C 1.590 -0.846 -1.181
C 0.148 -0.644 -3.842
C 0.418 2.748 3.051
C -0.935 -1.820 0.626
C 0.162 -0.264 -1.320
C -0.570 -0.908 -2.541
N 0.921 3.380 0.782
N 1.037 2.344 1.783
F 1.210 0.431 2.599
F -1.760 -0.313 -2.646
H -1.030 -1.392 2.642
H 0.143 -2.601 2.366
H -1.525 -2.993 2.251
H -2.646 -0.405 1.026
H -2.588 -1.227 -0.636
H -0.149 0.178 0.815
H 2.054 -0.526 -0.372
H 1.332 -1.876 -0.858
H 2.096 -0.808 -2.140
H -0.412 -0.516 -4.807
H 0.610 0.429 -3.902
H 0.839 -1.443 -4.015
H 1.135 2.887 3.915
H 0.146 3.851 2.896
H -0.357 2.007 3.364
H -0.707 -2.700 -0.045
H 0.170 0.784 -1.566
H -0.825 -1.917 -2.500
H 1.556 3.102 -0.041
H -0.068 3.413 0.548

Results
HOMO-LUMO gap ... 9.8 eV
Relative energy (zero: lowest compared OMol25 entry of this formula, charge and spin) ... 0.1 kJ/mol
LUMO energy ... 0.77 eV

Atom-resolved charges from Mulliken, all expressed in e: number 1, C, carries 0.48; number 2, C, carries -0.54; number 3, C, carries -1.81; number 4, C, carries -1.08; number 5, C, carries -1.50; number 6, C, carries -1.49; number 7, C, carries -0.77; number 8, C, carries 0.54; number 9, C, carries 0.32; number 10, C, carries 0.16; number 11, N, carries -0.75; number 12, N, carries 0.47; number 13, F, carries -0.23; number 14, F, carries -0.38; number 15, H, carries 0.36; number 16, H, carries 0.36; number 17, H, carries 0.38; number 18, H, carries 0.23; number 19, H, carries 0.29; number 20, H, carries 0.02; number 21, H, carries 0.58; number 22, H, carries 0.36; number 23, H, carries 0.38; number 24, H, carries 0.39; number 25, H, carries 0.26; number 26, H, carries 0.39; number 27, H, carries 0.27; number 28, H, carries 0.35; number 29, H, carries 0.27; number 30, H, carries 0.28; number 31, H, carries 0.46; number 32, H, carries 0.39; number 33, H, carries 0.30; number 34, H, carries 0.28


# 2
A molecular structure, C5H9NO in a non-equilibrium geometry, computed with ωB97M-V/def2-TZVPD.

Geometry (Å):
C -0.202 -0.666 1.425
C -0.111 -0.351 -0.379
C 1.396 -0.380 -0.689
C -0.662 1.048 -0.749
O 0.116 2.001 -0.036
C -1.012 -1.473 -0.243
N -1.788 -2.325 -0.080
H -0.077 0.370 1.629
H -1.030 -1.070 2.061
H 0.662 -1.303 1.621
H 1.812 -1.383 -0.611
H 1.864 0.278 0.057
H 1.694 0.043 -1.667
H -0.602 1.276 -1.837
H -1.714 1.087 -0.464
H -0.345 2.849 -0.037

Results
HOMO-LUMO gap ... 9.6 eV
Relative energy (zero: lowest compared OMol25 entry of this formula, charge and spin) ... 344.3 kJ/mol
LUMO energy ... 0.51 eV

Atom-resolved charges from Mulliken, all expressed in e: number 1, C, carries -1.22; number 2, C, carries 1.08; number 3, C, carries -1.32; number 4, C, carries -0.62; number 5, O, carries -0.50; number 6, C, carries -0.05; number 7, N, carries -0.58; number 8, H, carries 0.44; number 9, H, carries 0.35; number 10, H, carries 0.31; number 11, H, carries 0.36; number 12, H, carries 0.35; number 13, H, carries 0.36; number 14, H, carries 0.36; number 15, H, carries 0.40; number 16, H, carries 0.29


# 3
A molecular structure, C44H43IN9PPt in a non-equilibrium geometry, computed with ωB97M-V/def2-TZVPD.

Geometry (Å):
Pt -0.104 -0.728 0.610
C -1.530 0.817 3.044
N -0.989 -0.550 2.947
C -2.001 -1.607 3.104
C -2.612 -1.991 1.792
N -1.964 -1.851 0.648
C -2.762 -2.361 -0.340
C -2.540 -2.468 -1.713
C -3.516 -3.090 -2.463
C -4.692 -3.563 -1.870
C -4.937 -3.442 -0.510
C -3.945 -2.844 0.256
N -3.807 -2.580 1.606
C -2.116 1.263 1.744
N -1.495 1.072 0.593
C -2.318 1.577 -0.386
C -2.174 1.620 -1.770
C -3.200 2.182 -2.503
C -4.359 2.671 -1.892
C -4.513 2.655 -0.514
C -3.475 2.108 0.229
N -3.295 1.894 1.582
H -2.280 0.896 3.841
H -0.702 1.493 3.288
H -0.295 -0.659 3.684
H -1.510 -2.497 3.513
H -2.785 -1.317 3.817
H -1.645 -2.050 -2.148
H -3.377 -3.216 -3.526
H -5.432 -4.027 -2.501
H -5.852 -3.805 -0.073
H -4.481 -2.832 2.316
H -1.295 1.204 -2.238
H -3.121 2.228 -3.578
H -5.156 3.052 -2.514
H -5.410 3.036 -0.051
H -3.938 2.176 2.310
I 2.073 0.683 -0.191
C 3.843 1.959 -0.036
C 5.037 1.289 0.030
C 6.232 2.014 -0.019
C 6.196 3.383 -0.144
C 4.972 4.078 -0.195
C 4.938 5.484 -0.302
C 3.742 6.164 -0.358
C 2.540 5.464 -0.307
C 2.528 4.084 -0.188
P 0.859 3.360 -0.122
C 0.136 3.885 -1.695
C 0.541 3.135 -2.805
C 0.023 3.408 -4.054
C -0.907 4.429 -4.204
C -1.272 5.204 -3.113
C -0.757 4.943 -1.854
C 0.177 3.952 1.446
C 0.945 3.623 2.572
C 0.546 4.029 3.829
C -0.620 4.771 3.979
C -1.401 5.066 2.869
C -1.034 4.625 1.608
C 3.733 3.352 -0.138
H 5.068 0.215 0.112
H 7.171 1.486 0.024
H 7.116 3.945 -0.206
H 5.871 6.028 -0.344
H 3.726 7.239 -0.436
H 1.604 6.002 -0.368
H 1.265 2.340 -2.684
H 0.341 2.831 -4.909
H -1.338 4.630 -5.174
H -1.954 6.032 -3.245
H -1.013 5.590 -1.030
H 1.866 3.065 2.454
H 1.146 3.782 4.692
H -0.922 5.110 4.958
H -2.295 5.661 2.983
H -1.674 4.833 0.766
C 0.193 -4.154 0.281
N 1.000 -5.287 -0.091
C 2.172 -5.408 0.762
N 2.943 -4.186 0.596
C 2.173 -3.037 0.991
N 0.968 -2.890 0.136
C 1.407 -2.839 -1.285
N 2.197 -3.992 -1.626
C 1.414 -5.211 -1.482
C 3.382 -4.070 -0.785
H -0.124 -4.267 1.321
H -0.693 -4.118 -0.359
H 2.769 -6.271 0.464
H 1.872 -5.526 1.804
H 2.791 -2.138 0.904
H 1.861 -3.155 2.032
H 2.003 -1.937 -1.452
H 0.519 -2.809 -1.924
H 2.017 -6.082 -1.747
H 0.540 -5.174 -2.136
H 3.982 -3.165 -0.909
H 3.984 -4.935 -1.067

Results
HOMO-LUMO gap (alpha / beta) ... 5.8 / 2.9 eV
Total charge ... +4
Spin multiplicity ... 5
LUMO energy (alpha / beta) ... -11.33 / -14.13 eV

Atom-resolved charges from Mulliken, all expressed in e: number 1, Pt, carries 2.17; number 2, C, carries -1.09; number 3, N, carries -0.74; number 4, C, carries -1.06; number 5, C, carries 0.25; number 6, N, carries 0.00; number 7, C, carries 0.28; number 8, C, carries -0.04; number 9, C, carries -1.15; number 10, C, carries -0.73; number 11, C, carries -1.11; number 12, C, carries 0.40; number 13, N, carries -0.05; number 14, C, carries 0.18; number 15, N, carries 0.27; number 16, C, carries 0.24; number 17, C, carries -0.15; number 18, C, carries -1.34; number 19, C, carries -0.81; number 20, C, carries -1.23; number 21, C, carries 0.45; number 22, N, carries 0.29; number 23, H, carries 0.39; number 24, H, carries 0.25; number 25, H, carries 0.35; number 26, H, carries 0.52; number 27, H, carries 0.49; number 28, H, carries 0.35; number 29, H, carries 0.53; number 30, H, carries 0.49; number 31, H, carries 0.52; number 32, H, carries 0.28; number 33, H, carries 0.75; number 34, H, carries 0.63; number 35, H, carries 0.53; number 36, H, carries 0.57; number 37, H, carries 0.24; number 38, I, carries 0.61; number 39, C, carries 0.58; number 40, C, carries -0.70; number 41, C, carries -0.93; number 42, C, carries -0.75; number 43, C, carries 0.49; number 44, C, carries -0.67; number 45, C, carries -1.07; number 46, C, carries -0.32; number 47, C, carries 1.06; number 48, P, carries -0.37; number 49, C, carries 1.65; number 50, C, carries -0.84; number 51, C, carries -0.66; number 52, C, carries -0.66; number 53, C, carries -0.92; number 54, C, carries -0.65; number 55, C, carries 1.39; number 56, C, carries -1.01; number 57, C, carries -0.66; number 58, C, carries -0.69; number 59, C, carries -0.87; number 60, C, carries -0.57; number 61, C, carries 0.67; number 62, H, carries 0.53; number 63, H, carries 0.48; number 64, H, carries 0.51; number 65, H, carries 0.52; number 66, H, carries 0.51; number 67, H, carries 0.49; number 68, H, carries 0.37; number 69, H, carries 0.47; number 70, H, carries 0.51; number 71, H, carries 0.50; number 72, H, carries 0.47; number 73, H, carries 0.35; number 74, H, carries 0.54; number 75, H, carries 0.48; number 76, H, carries 0.54; number 77, H, carries 0.30; number 78, C, carries -0.91; number 79, N, carries 0.23; number 80, C, carries -0.66; number 81, N, carries 0.11; number 82, C, carries -0.56; number 83, N, carries 0.80; number 84, C, carries -0.54; number 85, N, carries 0.12; number 86, C, carries -0.68; number 87, C, carries -0.67; number 88, H, carries 0.22; number 89, H, carries 0.26; number 90, H, carries 0.34; number 91, H, carries 0.32; number 92, H, carries 0.05; number 93, H, carries 0.33; number 94, H, carries 0.33; number 95, H, carries 0.04; number 96, H, carries 0.33; number 97, H, carries 0.31; number 98, H, carries 0.26; number 99, H, carries 0.35


# 4
2 unconnected molecules or ions with the total composition C7H13F in a non-equilibrium geometry, computed with ωB97M-V/def2-TZVPD.

Geometry (Å):
C -0.055 0.890 2.131
C 0.785 0.692 1.126
C 0.089 1.514 3.505
C -1.411 0.278 1.981
C -0.447 -1.935 -2.459
C 1.047 -0.391 -3.590
C 0.849 -1.273 -2.358
F 2.115 1.013 1.237
H 0.528 0.839 4.102
H -0.902 1.833 3.757
H 0.823 2.340 3.451
H -1.622 -0.207 1.118
H -2.145 1.098 1.921
H -1.565 -0.353 2.746
H -1.026 -1.377 -1.848
H -0.837 -1.827 -3.443
H -0.337 -2.882 -1.890
H 1.499 -1.162 -4.262
H 0.179 0.146 -3.888
H 1.692 0.510 -3.424
H 0.741 0.255 0.086

Results
HOMO-LUMO gap (alpha / beta) ... 8.5 / 8.5 eV
Relative energy (zero: lowest compared OMol25 entry of this formula, charge and spin) ... 48.5 kJ/mol
Spin multiplicity ... 3
LUMO energy (alpha / beta) ... 0.99 / -0.57 eV

Atom-resolved charges from Mulliken, all expressed in e: number 1, C, carries 0.66; number 2, C, carries 0.15; number 3, C, carries -1.28; number 4, C, carries -1.50; number 5, C, carries -0.78; number 6, C, carries -0.95; number 7, C, carries -0.08; number 8, F, carries -0.29; number 9, H, carries 0.33; number 10, H, carries 0.37; number 11, H, carries 0.35; number 12, H, carries 0.40; number 13, H, carries 0.34; number 14, H, carries 0.40; number 15, H, carries 0.22; number 16, H, carries 0.35; number 17, H, carries 0.30; number 18, H, carries 0.29; number 19, H, carries 0.33; number 20, H, carries 0.31; number 21, H, carries 0.08


# 5
2 unconnected molecules or ions with the total composition C9H12OS in a non-equilibrium geometry, computed with ωB97M-V/def2-TZVPD.

Geometry (Å):
C 2.613 -3.282 -0.341
C 2.732 -3.029 -1.660
C 1.730 -2.399 0.350
C 1.147 -1.509 -0.454
C -1.320 1.628 -1.387
C -1.930 2.485 -0.385
C 1.516 -2.467 1.815
C -3.468 2.499 -0.235
C -1.139 3.541 0.198
O -1.394 1.173 -0.211
S 1.756 -1.615 -2.113
H 3.228 -4.080 0.008
H 3.403 -3.657 -2.324
H 0.416 -0.690 -0.375
H 0.603 -2.995 2.105
H 2.462 -2.854 2.316
H 1.367 -1.539 2.281
H -3.877 1.509 -0.380
H -3.743 3.013 -1.065
H -3.653 2.765 0.792
H -0.696 3.402 1.229
H -1.619 4.563 0.143
H -0.135 3.539 -0.308

Results
HOMO-LUMO gap ... 9.5 eV
Relative energy (zero: lowest compared OMol25 entry of this formula, charge and spin) ... 382.8 kJ/mol
LUMO energy ... 0.80 eV

Atom-resolved charges from Mulliken, all expressed in e: number 1, C, carries -0.47; number 2, C, carries -0.33; number 3, C, carries 0.22; number 4, C, carries -0.03; number 5, C, carries -0.41; number 6, C, carries 1.23; number 7, C, carries -1.21; number 8, C, carries -1.48; number 9, C, carries -1.29; number 10, O, carries -0.19; number 11, S, carries -0.15; number 12, H, carries 0.34; number 13, H, carries 0.33; number 14, H, carries 0.41; number 15, H, carries 0.26; number 16, H, carries 0.30; number 17, H, carries 0.39; number 18, H, carries 0.37; number 19, H, carries 0.44; number 20, H, carries 0.35; number 21, H, carries 0.30; number 22, H, carries 0.31; number 23, H, carries 0.35


# 6
12 unconnected molecules or ions with the total composition C6H37NO11 in a non-equilibrium geometry, computed with ωB97M-V/def2-TZVPD.

Geometry (Å):
C -3.156 0.874 -0.742
C -1.533 0.680 -0.552
N -1.096 -0.454 -1.514
C -1.341 -1.736 -0.799
C 1.468 -0.470 -1.150
C 0.346 -0.440 -2.164
C 0.424 -1.474 -3.226
H -3.496 1.711 -1.340
H -3.380 -0.157 -1.343
H -3.755 0.871 0.304
H -1.003 1.631 -0.927
H -1.147 0.610 0.548
H -0.494 -2.005 -0.129
H -2.249 -1.731 -0.084
H -1.528 -2.564 -1.460
H 1.644 -1.532 -0.785
H 2.503 -0.418 -1.612
H 1.235 0.223 -0.373
H 0.427 0.645 -2.693
H 0.843 -2.421 -2.793
H -0.584 -1.612 -3.594
H 0.924 -1.156 -4.060
H -1.636 1.613 -3.005
H -2.153 1.841 -4.336
O -1.371 2.030 -3.744
H 0.524 2.897 -4.527
H 0.471 2.074 -3.280
O 1.152 2.384 -3.885
H -2.257 -0.177 5.156
H -1.731 -1.237 4.189
O -2.567 -0.895 4.654
H 2.035 3.381 0.238
H 3.051 2.855 1.309
O 2.087 2.797 1.037
H 0.005 3.078 1.215
H -0.175 1.738 1.719
O -0.468 2.652 1.984
H 1.944 1.741 2.682
H 0.654 1.008 2.481
O 1.375 0.978 2.994
H 0.234 -2.197 3.543
H 0.061 -0.693 3.574
O -0.475 -1.497 3.374
H 1.538 4.394 -1.804
H 3.023 4.559 -1.670
O 2.267 4.408 -1.092
H -1.287 -4.123 0.975
H -0.829 -5.007 -0.169
O -1.567 -4.606 0.253
H 2.159 -0.764 3.473
H 3.287 -1.712 4.112
O 2.354 -1.564 3.995
H 0.644 -3.951 2.317
H 1.789 -3.567 1.300
O 0.806 -3.513 1.424

Results
HOMO-LUMO gap (alpha / beta) ... 9.4 / 4.9 eV
Relative energy (zero: lowest compared OMol25 entry of this formula, charge and spin) ... 349.0 kJ/mol
Total charge ... +1
Spin multiplicity ... 2
LUMO energy (alpha / beta) ... -2.75 / -7.31 eV

Atom-resolved charges from Mulliken, all expressed in e: number 1, C, carries -1.01; number 2, C, carries -0.11; number 3, N, carries 0.33; number 4, C, carries -1.06; number 5, C, carries -1.16; number 6, C, carries 2.60; number 7, C, carries -1.70; number 8, H, carries 0.34; number 9, H, carries 0.28; number 10, H, carries 0.32; number 11, H, carries 0.48; number 12, H, carries 0.11; number 13, H, carries 0.29; number 14, H, carries 0.44; number 15, H, carries 0.37; number 16, H, carries 0.26; number 17, H, carries 0.39; number 18, H, carries 0.36; number 19, H, carries -1.37; number 20, H, carries 0.31; number 21, H, carries 0.42; number 22, H, carries 0.47; number 23, H, carries 0.20; number 24, H, carries 0.31; number 25, O, carries -0.62; number 26, H, carries 0.34; number 27, H, carries 0.15; number 28, O, carries -0.63; number 29, H, carries 0.26; number 30, H, carries 0.53; number 31, O, carries -0.68; number 32, H, carries 0.31; number 33, H, carries 0.28; number 34, O, carries -0.61; number 35, H, carries 0.40; number 36, H, carries -0.04; number 37, O, carries -0.54; number 38, H, carries 0.37; number 39, H, carries 0.35; number 40, O, carries -0.65; number 41, H, carries 0.32; number 42, H, carries 0.28; number 43, O, carries -0.62; number 44, H, carries 0.31; number 45, H, carries 0.31; number 46, O, carries -0.67; number 47, H, carries 0.28; number 48, H, carries 0.32; number 49, O, carries -0.60; number 50, H, carries 0.33; number 51, H, carries 0.28; number 52, O, carries -0.63; number 53, H, carries 0.31; number 54, H, carries 0.27; number 55, O, carries -0.60


no.,E_tot (eV)
1,-19104.4614
2,-8865.6442
3,-80333.5644
4,-10180.6737
5,-22405.6131
6,-30822.9503